[1]
C7H7FN2O | ωB97M-V with the def2-TZVPD basis set

```
18
Properties=species:S:1:pos:R:3:nbo_charge:R:1
N 1.1053 -4.6318 -0.8709 -0.33
C 0.3392 -0.6532 1.6134 0.24
O -1.4740 -1.6867 -1.4704 -0.69
H -1.0752 2.0804 0.7256 0.25
H 0.4927 2.3763 1.3973 0.25
F 0.3026 -0.1428 2.9042 -0.34
H 0.2128 0.5661 -1.6615 0.41
H 0.1279 2.5156 -0.3384 0.22
C 0.4110 -2.3741 -0.0105 -0.31
H 0.4708 -1.6388 -1.9899 0.19
C 0.6567 -1.9692 1.2784 -0.18
H 1.1630 -2.7052 1.8296 0.25
H -1.9393 -2.0779 -0.7340 0.48
C -0.1460 -1.5258 -1.1156 0.26
C 0.0774 0.4194 0.4323 0.27
N 0.2612 -0.0678 -0.8012 -0.56
C -0.0501 1.8829 0.6189 -0.67
C 0.8100 -3.6374 -0.3993 0.25
```

Frontier orbital gap (alpha / beta) ... 0.2747 / 0.2748 Eh
SMILES ... CC1=C(F)C=C(C#N)[C@@H](O)N1
HOMO energy (alpha / beta) ... -7.65 / -7.65 eV
Energy above the lowest of the compared OMol25 structures with the same formula, charge and spin ... 114.2 kJ/mol

[2]
C25H24N2O5 | ωB97M-V with the def2-TZVPD basis set

```
56
Properties=species:S:1:pos:R:3:nbo_charge:R:1
C 5.8763 -0.1513 -0.0976 0.14
C 8.6201 0.1981 -0.1634 -0.17
O -0.0001 0.7014 1.8030 -0.58
C -6.4049 -3.7911 -0.1787 -0.60
H -0.3032 -3.2661 -0.1630 0.21
C 4.5093 -0.2424 -0.2646 -0.19
H 4.0448 -1.1942 -0.4749 0.24
C -4.4117 -2.3147 0.2559 -0.43
H -4.3639 -2.6828 1.2856 0.21
H -5.5029 4.3916 -0.7678 0.21
H -5.8140 -4.4548 -0.8070 0.20
H 6.2647 -2.1895 -0.1871 0.42
H -6.4662 -1.7129 0.3899 0.21
O -0.0119 1.5666 -0.2653 -0.49
H 1.5587 2.6809 -0.8525 0.22
C 2.2459 0.6915 -0.3489 0.57
C -3.4758 3.9841 -0.1806 -0.21
C -2.8968 1.6676 0.1556 -0.09
N -4.6565 0.0305 -0.1195 -0.44
C 4.2840 2.1164 0.1507 -0.17
H -7.4336 -3.8156 -0.5297 0.21
C -3.8370 -0.9257 0.2169 0.25
N 6.6985 -1.2759 -0.1484 -0.61
C -5.8572 -2.3706 -0.2301 -0.39
C -2.5489 3.0326 0.1474 -0.18
C 8.0528 -1.2166 -0.1080 0.65
O 8.7539 -2.1992 -0.0876 -0.58
H -5.9032 -1.9903 -1.2510 0.21
H 9.5556 0.2302 0.3998 0.23
H 8.8470 0.4119 -1.2206 0.20
O 7.7974 1.2239 0.3606 -0.47
C 3.6954 0.8872 -0.1481 -0.19
H -1.6227 -2.6332 -1.1532 0.20
H -2.1084 -2.6314 1.3573 0.21
H -3.7968 -2.9787 -0.3561 0.21
C -4.2355 1.3072 -0.1505 0.23
C -0.8810 -2.3759 -0.3996 -0.60
H -6.3823 -4.1754 0.8393 0.20
H 6.1202 3.1583 0.5393 0.23
H -3.1984 5.0282 -0.1833 0.21
C -2.0081 0.6074 0.4833 -0.09
H -1.5446 3.3288 0.4090 0.21
C 1.3518 1.9074 -0.1099 -0.19
C -1.5482 -1.8341 0.8678 -0.44
H -6.1740 2.0002 -0.7249 0.22
C -2.4669 -0.6922 0.5422 0.01
H -0.7750 -1.4965 1.5574 0.24
H 3.6845 3.0056 0.2534 0.22
C 5.6521 2.2152 0.3081 -0.25
O 1.7731 -0.3678 -0.6856 -0.54
C -5.1670 2.3085 -0.4920 -0.21
C -4.7904 3.6220 -0.5095 -0.21
H -0.2071 -1.6335 -0.8173 0.23
H 1.5263 2.2860 0.9047 0.23
C 6.4629 1.0931 0.1760 0.29
C -0.5811 0.9302 0.7730 0.80
```

Frontier orbital gap ... 0.3144 Eh
SMILES ... CCCc1nc2ccccc2c(C(=O)OCC(=O)c2ccc3c(c2)NC(=O)CO3)c1CC
HOMO energy ... -8.66 eV
Energy above the lowest of the compared OMol25 structures with the same formula, charge and spin ... 96.2 kJ/mol

[3]
C21H31CoN6S | ωB97M-V with the def2-TZVPD basis set

```
60
Properties=species:S:1:pos:R:3:nbo_charge:R:1
H 3.8395 -0.0003 3.7939 0.21
C -0.8491 3.1812 -0.5728 -0.27
C 2.1887 2.7616 2.7274 -0.29
C 3.7093 1.7652 -1.0794 -0.17
H -4.4360 -1.2837 -2.2798 0.21
C -1.1838 1.8203 -0.5410 0.07
H -0.6725 -1.5679 2.0724 0.42
H 2.1711 -1.8687 -0.8732 0.40
H -2.2254 1.5410 -0.4447 0.18
H -0.8210 -3.7603 0.2521 0.39
H -1.6319 3.9204 -0.5053 0.24
H -1.2099 -0.1624 1.4993 0.42
H -2.6449 -2.3059 -3.6096 0.20
H 2.9175 4.7597 2.8877 0.19
C 3.1153 3.7179 3.0878 -0.15
H 4.7573 1.9755 -1.2247 0.23
H 1.3758 -1.3025 0.4589 0.43
H 3.1405 3.8230 -0.9971 0.23
H -2.1076 -5.0431 -1.2894 0.21
H 5.4740 1.7228 4.4576 0.21
C -1.9086 -3.9750 -1.4568 -0.23
N -1.2836 -1.1686 1.3663 -0.92
H 0.7748 4.5700 -0.7520 0.23
N -2.8976 -1.7383 -0.8887 -0.51
C 4.2995 3.3524 3.7118 -0.28
N -0.7296 -3.5098 -0.7297 -0.88
H -0.5155 -1.4823 -3.6311 0.40
H 1.2512 3.0444 2.2699 0.20
Co -0.6826 -1.3025 -0.7747 1.47
H -3.3598 0.0520 -1.8348 0.21
H 0.0951 -3.9856 -1.0820 0.40
N 1.4876 -1.1870 -0.5534 -0.95
C -3.3945 -1.0138 -2.0571 -0.23
H -2.6706 -2.6800 1.7239 0.19
H -4.5287 -1.5451 0.4665 0.21
H 5.0136 4.1066 4.0095 0.21
H -3.1184 -1.1406 2.4626 0.22
C 1.9615 0.1310 -0.7735 0.23
C -3.4899 -1.2105 0.3450 -0.23
H -1.7250 -3.8403 -2.5224 0.19
N -0.3071 0.8476 -0.6192 -0.56
C 0.4673 3.5347 -0.7109 -0.10
C -3.1426 -3.1824 -1.0087 -0.25
C -2.6642 -1.5977 1.5740 -0.23
H -3.4524 -3.5686 -0.0368 0.22
C 2.4553 1.4128 2.9727 -0.14
C 3.6496 1.0445 3.5952 -0.25
H -0.9368 -0.0163 -3.0530 0.40
C 2.8169 2.7933 -0.9527 -0.19
C 1.4440 2.5213 -0.7891 0.00
H -3.9614 -3.3772 -1.7102 0.22
H -2.8865 -0.6310 -4.1072 0.22
C 3.2830 0.4323 -0.9915 -0.22
H 4.0106 -0.3625 -1.0714 0.22
H -3.4946 -0.1218 0.2802 0.21
N -1.1222 -1.0124 -2.9664 -0.89
C 4.5583 2.0131 3.9656 -0.20
C 1.0031 1.1729 -0.7153 0.11
S 1.3223 0.1954 2.5173 -0.64
C -2.5297 -1.2705 -3.2903 -0.24
```

<S²> ... 3.76
Frontier orbital gap (alpha / beta) ... 0.1928 / 0.1928 Eh
Multiplicity ... 4
HOMO energy (alpha / beta) ... -8.13 / -8.13 eV
Charge ... +1

[4]
C37H40OP2Zr | ωB97M-V with the def2-TZVPD basis set

```
81
Properties=species:S:1:pos:R:3:mulliken_charge:R:1
H -4.4148 10.9980 -1.6868 0.40
C 1.8754 9.8190 1.7648 0.26
C -2.8529 11.8855 -0.4794 -0.53
C -3.5656 6.1965 -0.9825 -0.23
C 3.9147 11.2251 3.0377 -0.47
P -1.1529 7.4584 -0.3481 0.65
C 3.5010 7.2219 1.8703 -0.42
C -0.8250 2.3679 0.6714 0.42
H -3.7434 8.6691 -1.1624 0.29
C -2.0753 6.4832 -2.8762 -0.68
H 0.9563 9.6758 3.7414 0.45
H 2.1852 8.9503 -1.1879 0.70
C 4.1031 4.9346 1.2664 -0.82
H 1.1581 3.9319 -2.4340 -0.16
C 1.8083 10.0203 3.1558 -0.24
H -2.9408 6.0325 -4.8030 0.43
H 2.8916 1.5469 -0.5570 0.51
C 2.7686 4.6789 0.8583 0.50
H 1.4545 0.2214 -3.8190 0.22
H 0.3759 5.1294 3.1256 0.33
H 2.9228 10.6858 4.8735 0.38
H 1.4346 3.2959 -4.0592 0.40
C -3.5524 10.8170 -1.0386 -0.76
C -1.7260 11.6089 0.3026 -0.82
H -0.4860 3.6256 3.0256 0.47
C 0.1558 8.0696 -1.4739 -0.53
H -3.1657 12.9157 -0.6425 0.41
H -2.2161 0.8421 1.1966 0.40
P 1.0518 8.3697 1.0208 0.50
C 4.4491 6.1824 1.7985 -0.68
C 2.3449 2.0591 -2.6063 -1.18
C 2.2250 1.1924 -1.3694 -0.53
C 1.2264 8.5849 -0.7744 -0.51
H 3.2167 2.7316 -2.4159 0.43
C -1.1377 0.9746 1.0222 -0.86
C -2.3397 6.6447 -1.5053 0.66
C 0.6462 -0.7001 -2.0671 -0.73
C 3.7524 11.3395 1.6498 -0.67
H 2.4904 10.8199 -0.0501 0.59
H 2.4910 3.6549 0.5624 0.10
H 5.4583 6.3969 2.1533 0.44
C 1.1734 2.9965 -3.0206 0.01
H -1.1608 12.4223 0.7711 0.45
C -0.4052 4.6018 2.5592 -1.26
C 2.8812 10.6522 3.7856 -0.66
C -1.2936 10.2998 0.4680 -0.42
H 0.0682 -0.8392 -4.1184 0.49
C -4.5047 5.5873 -1.8106 -0.84
C 2.6857 10.6920 1.0145 -0.68
C 1.8682 5.7495 0.8396 0.89
C -1.9490 9.1854 -0.1108 0.58
H -0.3728 10.1560 1.0400 0.56
H -0.0274 8.1491 -2.5557 0.68
H 2.6008 1.5176 -3.5209 0.54
H -0.3057 -0.8806 -1.5953 0.28
H -3.7842 6.3096 0.0830 0.54
H -1.3650 5.1088 2.7247 0.53
H -5.0269 5.0645 -3.8356 0.46
H 3.6923 8.1968 2.3147 0.36
H -1.4463 0.9173 -3.8168 0.49
H 1.1244 -1.6823 -2.1881 0.43
C 1.4275 0.1550 -1.1129 -0.60
H -5.4542 5.2386 -1.3875 0.47
C -0.4910 1.0966 -3.3637 -0.80
C -0.1766 2.3689 -2.9901 -0.09
C 2.2813 7.0279 1.2745 0.17
H 4.8142 11.5954 3.5262 0.45
C -3.1425 9.4929 -0.7835 -0.44
H 4.8803 4.1672 1.1768 0.44
H -0.8188 0.2140 0.2816 0.02
H 1.3829 -0.1942 -0.0806 0.79
Zr -0.5679 4.5132 0.3145 0.82
C 0.4505 -0.0590 -3.4542 -0.85
O -1.6299 2.9691 -0.1854 -0.50
C -4.2625 5.4867 -3.1817 -0.51
H -1.0116 3.0630 -2.7959 0.44
C -3.0725 5.9863 -3.7168 -0.84
H 4.4823 11.9086 1.0694 0.40
H -0.6337 0.7528 1.9782 0.32
H 0.7260 5.9167 0.6755 -0.47
H -1.0888 6.7423 -3.2452 0.23
```

Frontier orbital gap ... 0.1929 Eh
HOMO energy ... -13.16 eV
Energy above the lowest of the compared OMol25 structures with the same formula, charge and spin ... 165.4 kJ/mol
Charge ... +2

[5]
C5H10N | ωB97M-V with the def2-TZVPD basis set

```
16
Properties=species:S:1:pos:R:3:nbo_charge:R:1
H 0.2282 0.2617 1.8272 0.18
C 0.1645 -1.4057 -0.1725 -0.75
H -1.6902 0.1404 1.0882 0.24
H -2.5908 1.3939 0.1960 0.25
H -0.7700 0.8521 -1.3552 0.43
H 0.8372 -2.0621 0.4130 0.30
H -0.8216 -2.0206 0.0249 0.27
C 2.9892 0.3220 0.0784 -0.09
H -2.2139 -0.1382 -0.5695 0.22
C -1.9092 0.6011 0.1542 -0.40
H -0.2942 1.9389 -0.1832 0.45
H 3.9615 0.5396 -0.1531 0.25
H 0.4882 -1.7030 -1.1871 0.26
C 1.7882 0.3299 0.0861 -0.07
C 0.4059 -0.0448 0.1364 -0.02
N -0.5732 0.9947 -0.3838 -0.51
```

Frontier orbital gap ... 0.3528 Eh
HOMO energy ... -13.96 eV
Energy above the lowest of the compared OMol25 structures with the same formula, charge and spin ... 483.8 kJ/mol
Charge ... +1

Taking the records one at a time from the top gives molecular weight values of 154.14 432.48 458.52 653.90 84.14 g/mol.
Taking the records one at a time from the top gives total energy values of -555.45621 -1452.82928 -2928.16120 -2238.07546 -250.82103 Eh.